{"formula": "C9H32BNOP2Sn", "method": "wB97M-V/def2-TZVPD", "s2": 0.761, "e_tot_ev": -38464.5064, "de_lowest_kcal_mol": 0.0, "homo_lumo_gap_ev": [4.2, 5.7], "multiplicity": 2, "total_charge": 1, "species": ["Sn", "H", "H", "P", "P", "C", "H", "H", "H", "C", "H", "H", "H", "C", "H", "H", "H", "C", "H", "H", "H", "C", "H", "H", "H", "C", "H", "H", "H", "H", "H", "H", "H", "B", "N", "H", "H", "C", "C", "C", "O", "H", "H", "H", "H", "H", "H"], "positions_angstrom": [[0.702, 0.006, -0.021], [3.143, 0.330, -4.560], [-1.152, -0.045, -1.379], [0.253, -2.580, -0.390], [0.167, 2.594, -0.307], [1.798, 3.412, -0.103], [1.649, 4.508, -0.119], [2.267, 3.113, 0.848], [2.473, 3.116, -0.921], [-0.405, 3.237, -1.883], [-1.489, 3.353, -1.900], [0.040, 4.216, -2.066], [-0.116, 2.604, -2.719], [-0.849, 3.446, 0.930], [-0.762, 2.958, 1.912], [-0.531, 4.490, 1.027], [-1.905, 3.419, 0.634], [0.705, -3.214, -2.019], [0.628, -4.306, -2.045], [0.072, -2.810, -2.809], [1.735, -2.955, -2.270], [1.406, -3.463, 0.732], [1.132, -3.288, 1.787], [1.370, -4.547, 0.527], [2.435, -3.097, 0.586], [-1.342, -3.346, -0.016], [-2.051, -3.245, -0.846], [-1.224, -4.414, 0.189], [-1.797, -2.879, 0.864], [-2.481, -0.957, -1.905], [-2.499, 0.776, -2.001], [-1.240, 0.907, -4.045], [-1.113, -1.222, -3.913], [-1.443, -0.144, -3.551], [-1.964, -0.096, -2.111], [2.415, 0.278, -4.717], [2.317, 0.114, 0.674], [0.980, -0.341, 3.579], [-0.418, -0.064, 3.205], [-1.369, 0.288, 4.290], [-0.763, -0.133, 1.987], [0.998, -0.209, 4.656], [1.681, 0.402, 3.164], [1.353, -1.348, 3.328], [-1.646, 1.342, 4.196], [-2.278, -0.316, 4.241], [-0.881, 0.111, 5.258]]}



{"formula": "C28H42ClN3O3PRu", "method": "wB97M-V/def2-TZVPD", "s2": 1.101, "e_tot_ev": -64724.1740, "homo_lumo_gap_ev": [7.1, 7.3], "multiplicity": 2, "species": ["Ru", "C", "C", "C", "C", "C", "H", "H", "H", "H", "H", "Cl", "C", "H", "H", "C", "C", "C", "C", "C", "C", "C", "C", "C", "C", "O", "O", "H", "H", "H", "H", "H", "H", "H", "H", "H", "H", "H", "O", "P", "N", "C", "C", "C", "C", "N", "C", "C", "C", "C", "N", "C", "C", "C", "C", "H", "H", "H", "H", "H", "H", "H", "H", "H", "H", "H", "H", "H", "H", "H", "H", "H", "H", "H", "H", "H", "H", "H", "H"], "positions_angstrom": [[-0.185, -1.096, -0.015], [-1.032, 0.815, -1.523], [-1.952, 0.308, -0.567], [-1.484, 0.688, 0.726], [-0.271, 1.410, 0.544], [0.004, 1.465, -0.829], [-1.134, 0.726, -2.592], [-2.907, -0.142, -0.785], [-2.034, 0.597, 1.649], [0.301, 1.866, 1.334], [0.849, 1.961, -1.283], [-0.262, -4.150, 1.603], [-0.106, -3.187, 0.105], [0.916, -3.338, -0.246], [-0.811, -3.585, -0.614], [2.193, -5.383, -6.746], [1.880, -4.413, -5.639], [0.873, -3.466, -5.775], [0.525, -2.614, -4.737], [-0.560, -1.592, -4.971], [1.217, -2.703, -3.518], [2.276, -3.611, -3.379], [3.084, -3.771, -2.113], [2.579, -4.454, -4.444], [0.730, -1.916, -2.338], [1.515, -1.319, -1.557], [-0.516, -1.891, -2.097], [1.674, -5.114, -7.665], [1.880, -6.391, -6.466], [3.264, -5.416, -6.951], [0.336, -3.394, -6.714], [-0.928, -1.662, -5.994], [-0.177, -0.582, -4.811], [-1.390, -1.738, -4.283], [3.118, -2.854, -1.534], [4.102, -4.073, -2.360], [2.651, -4.561, -1.492], [3.390, -5.166, -4.327], [1.161, -0.703, 1.727], [1.620, -1.237, 3.049], [2.533, -0.032, 3.755], [2.908, 1.192, 3.033], [4.431, 1.178, 3.069], [4.725, 0.634, 4.469], [3.561, -0.335, 4.760], [2.612, -2.543, 2.926], [3.559, -2.549, 1.789], [3.915, -4.024, 1.613], [3.734, -4.601, 3.016], [2.485, -3.883, 3.517], [0.401, -1.590, 4.077], [-1.029, -1.473, 3.787], [-1.696, -2.509, 4.715], [-0.562, -3.052, 5.610], [0.542, -2.009, 5.465], [2.526, 2.071, 3.564], [2.488, 1.179, 2.032], [4.864, 2.164, 2.902], [4.808, 0.497, 2.303], [4.721, 1.452, 5.191], [5.691, 0.135, 4.533], [3.174, -0.187, 5.772], [3.872, -1.379, 4.670], [4.449, -1.957, 2.035], [3.103, -2.120, 0.896], [4.922, -4.156, 1.221], [3.210, -4.497, 0.927], [4.594, -4.351, 3.641], [3.607, -5.682, 3.018], [2.455, -3.835, 4.605], [1.584, -4.388, 3.168], [-1.224, -1.645, 2.731], [-1.380, -0.464, 4.035], [-2.154, -3.309, 4.139], [-2.475, -2.036, 5.314], [-0.210, -4.011, 5.227], [-0.874, -3.185, 6.645], [1.540, -2.392, 5.669], [0.362, -1.161, 6.138]]}



{"formula": "Cl2H3N2P", "method": "wB97M-V/def2-TZVPD", "e_tot_ev": -37363.8061, "de_lowest_kcal_mol": 10.8, "smiles": "N=P(N)(Cl)Cl", "homo_lumo_gap_ev": 10.3, "species": ["N", "P", "N", "Cl", "Cl", "H", "H", "H"], "positions_angstrom": [[1.131, 0.130, 1.272], [-0.327, 0.000, 0.845], [-0.224, 0.166, -0.742], [-1.749, -1.435, 1.367], [-1.583, 1.547, 1.053], [1.242, 0.466, 2.213], [0.760, 0.018, -1.033], [-0.896, 0.127, -1.555]]}



{"formula": "C17H27N4O5", "method": "wB97M-V/def2-TZVPD", "e_tot_ev": -34263.3330, "de_lowest_kcal_mol": 14.0, "homo_lumo_gap_ev": 6.2, "total_charge": -1, "species": ["C", "C", "C", "C", "O", "N", "C", "C", "N", "N", "C", "N", "O", "H", "H", "H", "H", "H", "H", "H", "H", "H", "H", "H", "H", "C", "C", "O", "C", "C", "C", "O", "C", "C", "C", "C", "C", "O", "H", "H", "H", "H", "H", "H", "H", "H", "H", "H", "H", "H", "H", "H", "H"], "positions_angstrom": [[0.087, -2.587, 3.183], [0.576, -2.636, 1.782], [1.941, -2.900, 1.468], [2.323, -2.280, 0.170], [1.820, -2.529, -0.939], [3.295, -1.305, 0.247], [4.049, -0.985, -0.934], [3.780, -0.685, 1.468], [-0.230, -2.351, 0.736], [-1.429, -1.972, 0.933], [-2.243, -2.159, -0.234], [-3.461, -1.552, -0.015], [-1.946, -2.790, -1.241], [0.597, -1.814, 3.782], [-0.984, -2.329, 3.148], [0.211, -3.568, 3.662], [2.647, -2.785, 2.303], [3.408, -1.124, -1.806], [4.399, 0.051, -0.868], [4.927, -1.644, -1.022], [2.958, -0.397, 2.151], [4.494, -1.338, 2.010], [4.323, 0.231, 1.188], [-3.443, -0.781, 0.648], [-4.040, -1.444, -0.841], [-1.234, -5.766, -0.124], [0.115, -5.257, -0.526], [0.919, -5.361, 0.661], [2.233, -5.011, 0.476], [2.878, -4.909, 1.852], [4.305, -4.544, 1.773], [4.717, -3.507, 1.223], [5.358, -5.453, 2.391], [5.445, -5.346, 3.910], [4.103, -5.620, 4.605], [3.255, -6.629, 3.833], [2.423, -6.076, 2.672], [2.772, -4.952, -0.593], [-1.960, -5.582, -0.912], [-1.178, -6.838, 0.074], [-1.577, -5.280, 0.789], [0.574, -5.875, -1.306], [0.078, -4.211, -0.852], [5.189, -6.489, 2.089], [6.329, -5.155, 1.984], [6.181, -6.077, 4.286], [5.816, -4.361, 4.226], [4.301, -6.042, 5.604], [3.540, -4.690, 4.763], [3.887, -7.454, 3.484], [2.536, -7.100, 4.510], [1.410, -5.834, 3.028], [2.276, -6.936, 1.996]]}



{"formula": "C13H2Br2CaCl4F5O2S", "method": "wB97M-V/def2-TZVPD", "e_tot_ev": -250649.8565, "de_lowest_kcal_mol": 0.0, "homo_lumo_gap_ev": 6.7, "total_charge": -1, "species": ["Ca", "F", "C", "C", "F", "C", "F", "C", "S", "C", "F", "C", "F", "Br", "C", "Br", "H", "H", "Cl", "C", "C", "Cl", "C", "Cl", "C", "O", "C", "O", "C", "Cl"], "positions_angstrom": [[0.761, 0.369, 0.151], [0.989, -5.236, -3.897], [1.443, -4.343, -3.011], [0.825, -3.115, -2.873], [-0.230, -2.813, -3.634], [1.318, -2.219, -1.948], [0.656, -1.029, -1.858], [2.416, -2.456, -1.127], [3.017, -1.273, 0.025], [3.002, -3.706, -1.302], [4.063, -4.058, -0.571], [2.535, -4.633, -2.217], [3.137, -5.822, -2.340], [-1.288, -1.666, 1.515], [-2.850, -0.841, 0.723], [-3.242, -1.544, -1.025], [-2.609, 0.212, 0.614], [-3.686, -1.065, 1.369], [-3.179, 5.810, 1.944], [-1.874, 4.671, 1.851], [-0.689, 4.900, 2.520], [-0.482, 6.342, 3.462], [0.345, 3.953, 2.446], [1.837, 4.211, 3.297], [0.223, 2.767, 1.723], [1.167, 1.860, 1.642], [-0.997, 2.561, 0.981], [-1.101, 1.483, 0.225], [-2.015, 3.502, 1.088], [-3.489, 3.179, 0.226]]}



{"formula": "C20H20N5NiO5", "method": "wB97M-V/def2-TZVPD", "s2": 2.004, "e_tot_ev": -79790.0686, "de_lowest_kcal_mol": 9.2, "homo_lumo_gap_ev": [6.8, 6.2], "multiplicity": 3, "total_charge": 1, "species": ["Ni", "O", "C", "C", "C", "C", "C", "C", "N", "H", "H", "H", "H", "H", "H", "H", "N", "C", "C", "N", "C", "H", "H", "H", "H", "O", "C", "O", "C", "C", "C", "C", "O", "C", "O", "C", "C", "H", "H", "H", "H", "H", "N", "C", "C", "N", "C", "H", "H", "H", "H"], "positions_angstrom": [[1.134, -1.068, -0.560], [1.313, -1.728, 3.178], [0.105, -1.263, 2.493], [-0.226, -2.436, 1.589], [-1.018, -3.482, 2.059], [-0.995, -4.728, 1.446], [-0.168, -4.910, 0.321], [0.531, -3.812, -0.166], [0.440, -2.575, 0.435], [1.466, -1.144, 3.926], [0.238, -0.335, 1.904], [-0.733, -1.145, 3.186], [-1.575, -3.330, 2.985], [-1.627, -5.530, 1.854], [-0.040, -5.854, -0.202], [1.179, -3.810, -1.059], [1.145, -0.556, -4.683], [-0.236, -0.607, -4.493], [-0.490, -0.924, -3.167], [0.742, -1.095, -2.523], [1.683, -0.932, -3.472], [1.632, -0.459, -5.570], [-0.963, -0.365, -5.257], [-1.395, -1.044, -2.558], [2.739, -0.915, -3.277], [-1.966, -0.136, -0.752], [-1.237, 0.802, -0.302], [0.059, 0.818, -0.125], [-1.968, 2.058, 0.110], [-3.380, 2.003, 0.185], [-4.148, 3.150, 0.261], [-3.444, 4.352, 0.315], [-3.948, 5.558, 0.715], [-2.807, 6.383, 1.036], [-1.629, 5.621, 0.887], [-2.081, 4.383, 0.469], [-1.314, 3.249, 0.311], [-3.870, 1.014, 0.068], [-5.258, 3.178, 0.411], [-2.982, 6.692, 2.066], [-2.783, 7.254, 0.349], [-0.253, 3.257, 0.444], [4.827, -1.207, 1.073], [4.923, 0.081, 0.592], [3.752, 0.371, -0.027], [2.968, -0.765, 0.013], [3.612, -1.722, 0.647], [5.612, -1.662, 1.624], [5.757, 0.753, 0.856], [3.411, 1.276, -0.489], [3.269, -2.716, 0.875]]}